{
  "formula": "C7H10N3O2",
  "method": "ωB97M-V/def2-TZVPD",
  "symbols": ["C", "N", "C", "C", "C", "C", "N", "O", "C", "C", "N", "O", "H", "H", "H", "H", "H", "H", "H", "H", "H", "H"],
  "positions_angstrom": [[-1.1238, -2.4391, -1.7042], [-0.7232, -1.9871, -0.3836], [0.0378, -0.9265, -0.0585], [0.0726, -0.7362, 1.4686], [0.0200, 0.6727, 1.9222], [0.3900, 1.8136, 1.4145], [0.1786, 2.7923, 2.5375], [0.5343, 3.8996, 2.3717], [1.0315, 2.1176, 0.1361], [1.1195, 1.2537, -0.8571], [0.4665, -0.0201, -1.0886], [0.1736, -0.3200, -2.3609], [-2.0053, -1.7652, -2.0715], [-0.3053, -2.2303, -2.4291], [-1.3736, -3.4765, -1.6772], [-1.3620, -2.2622, 0.3102], [1.0936, -1.0613, 1.9324], [-0.8423, -1.2718, 1.9140], [-0.3476, 0.7204, 2.9728], [1.5611, 3.0888, 0.1517], [1.5020, 1.5828, -1.7842], [-0.0978, 0.5548, -2.7168]],
  "forces_ev_per_angstrom": [[-0.53, 2.17, -2.03], [1.54, 1.63, -1.10], [-1.49, 0.83, -2.54], [1.44, 0.21, -0.07], [-1.31, -1.64, 1.78], [0.43, 1.30, 0.06], [-0.21, -0.42, -0.12], [0.47, 0.82, -0.61], [-0.06, 0.23, 1.96], [-0.71, -0.56, -1.19], [0.01, -1.43, 6.67], [0.01, 1.37, -1.53], [1.30, -1.57, 0.63], [-0.86, -0.88, 0.74], [-0.27, -0.54, 0.12], [-0.32, -0.68, 1.31], [-1.87, -0.33, -0.90], [1.77, 0.46, -0.65], [0.20, 0.21, -0.83], [-0.38, -0.62, -0.60], [0.93, 0.17, -0.83], [-0.11, -0.72, -0.29]],
  "mulliken_charge": [-0.74, -0.18, 0.34, -0.49, -0.34, 0.32, 0.09, -0.35, -0.42, -0.56, 0.32, -0.45, 0.28, 0.28, 0.37, 0.25, 0.26, 0.31, 0.42, 0.41, 0.52, 0.38],
  "relative_energy_kcal_mol": 145.9,
  "homo_ev": -12.40,
  "charge": 1,
  "e_tot_ha": -587.013475,
  "molar_mass_g_mol": 168.176,
  "smiles": "C/[NH+]=C1/CC=C(N=O)C=CN1O"
}

{
  "formula": "C35H52N4O3SSiV",
  "method": "ωB97M-V/def2-TZVPD",
  "symbols": ["V", "C", "C", "C", "C", "C", "C", "C", "C", "C", "C", "C", "C", "H", "H", "H", "H", "H", "H", "H", "H", "H", "H", "H", "H", "H", "H", "H", "H", "H", "H", "N", "C", "C", "C", "O", "O", "H", "H", "H", "H", "H", "H", "C", "C", "C", "N", "C", "S", "N", "C", "O", "C", "C", "C", "C", "C", "C", "H", "H", "H", "H", "H", "H", "H", "H", "H", "H", "H", "H", "H", "H", "C", "Si", "C", "C", "N", "C", "C", "C", "C", "C", "C", "H", "H", "H", "H", "H", "H", "H", "H", "H", "H", "H", "H", "H", "H"],
  "positions_angstrom": [[0.3192, 0.6251, -0.2637], [-1.1039, 3.8407, -0.3771], [-1.6517, 2.4597, -0.0936], [-2.5390, 1.8686, -1.0130], [-2.7416, 2.4675, -2.3800], [-3.2932, 0.7508, -0.6417], [-4.3453, 0.2204, -1.5734], [-3.1460, 0.1966, 0.6347], [-3.9082, -1.0429, 1.0072], [-2.3188, 0.8136, 1.5819], [-2.4554, 0.3817, 3.0188], [-1.5139, 1.9066, 1.2051], [-0.6688, 2.6410, 2.2249], [-0.1004, 3.8075, -0.8008], [-1.0815, 4.4364, 0.5317], [-1.7603, 4.3550, -1.0710], [-3.6157, 3.1210, -2.3854], [-2.9035, 1.6843, -3.1159], [-1.8786, 3.0449, -2.6894], [-3.9299, -0.5194, -2.2580], [-4.7725, 1.0232, -2.1650], [-5.1560, -0.2369, -1.0177], [-4.8748, -0.7987, 1.4463], [-3.3555, -1.6288, 1.7349], [-4.0710, -1.6689, 0.1356], [-1.9979, -0.5888, 3.2056], [-3.5137, 0.2860, 3.2511], [-2.0415, 1.1121, 3.7074], [-1.2668, 3.4001, 2.7339], [0.1824, 3.1335, 1.7521], [-0.2682, 1.9663, 2.9797], [1.7460, -0.9590, -0.7394], [3.1217, -0.6914, -0.3146], [3.2081, -0.5357, 1.1995], [2.2805, 0.5541, 1.7693], [2.4147, 0.9526, 2.9059], [1.3656, 0.9553, 0.9687], [1.3927, -1.7864, -0.2467], [1.7244, -1.1557, -1.7401], [3.4616, 0.2291, -0.8026], [3.7786, -1.5210, -0.6142], [4.2256, -0.2855, 1.5013], [2.9462, -1.4744, 1.6970], [0.7680, 0.5832, 7.7748], [0.1357, 0.3132, 6.4142], [1.1505, -0.2585, 5.4229], [0.4884, -0.6777, 4.2044], [0.6236, -1.7980, 3.5085], [0.1045, -1.8672, 1.9136], [1.1868, -2.9200, 4.0336], [1.2781, -3.4046, 5.3544], [2.2062, -4.1150, 5.6410], [0.1564, -3.1052, 6.2658], [-1.1402, -2.8893, 5.8043], [-2.1772, -2.7377, 6.7064], [-1.9320, -2.7984, 8.0693], [-0.6459, -3.0246, 8.5346], [0.3928, -3.1839, 7.6387], [0.0102, 0.9262, 8.4755], [1.5445, 1.3407, 7.7007], [1.2086, -0.3259, 8.1766], [-0.2737, 1.2425, 6.0101], [-0.6855, -0.3965, 6.5336], [1.6803, -1.1023, 5.8615], [1.8865, 0.5062, 5.1507], [0.0594, 0.0856, 3.6947], [1.5932, -3.5527, 3.3535], [-1.3509, -2.8771, 4.7448], [-3.1841, -2.5881, 6.3462], [-2.7476, -2.6905, 8.7680], [-0.4571, -3.0967, 9.5950], [1.3969, -3.3813, 7.9833], [2.4655, 2.9755, -1.3932], [1.4557, 2.2213, -2.8332], [0.6022, 3.6255, -3.8199], [2.6376, 1.2276, -3.9703], [0.3459, 1.0929, -2.0504], [-0.4126, 0.1937, -2.7361], [-1.0277, -0.8530, -2.0169], [-1.7298, -1.8501, -2.6627], [-1.8569, -1.8338, -4.0457], [-1.2962, -0.7911, -4.7668], [-0.5948, 0.2122, -4.1281], [2.4661, 4.0575, -1.4439], [3.5045, 2.6644, -1.4350], [2.0682, 2.6867, -0.4201], [1.3124, 4.0478, -4.5252], [0.2701, 4.4424, -3.1863], [-0.2599, 3.2892, -4.3867], [3.2787, 1.9118, -4.5158], [2.1075, 0.6274, -4.7027], [3.2881, 0.5544, -3.4174], [-0.9494, -0.8753, -0.9201], [-2.1713, -2.6475, -2.0842], [-2.3775, -2.6297, -4.5533], [-1.4041, -0.7588, -5.8400], [-0.1748, 1.0238, -4.6973]],
  "forces_ev_per_angstrom": [[-4.09, -1.86, -3.82], [0.05, -0.21, 0.03], [-0.32, -0.07, 0.30], [-0.02, -0.06, 0.13], [0.11, -0.15, 0.16], [0.03, 0.20, 0.15], [0.06, 0.03, 0.05], [0.15, 0.18, -0.04], [0.12, 0.04, 0.05], [0.05, -0.08, -0.18], [0.07, 0.06, -0.11], [-0.09, 0.21, -0.07], [-0.05, -0.06, -0.08], [0.07, 0.18, -0.03], [0.11, 0.01, 0.00], [0.07, 0.08, -0.11], [-0.04, 0.08, -0.05], [-0.01, 0.01, -0.08], [0.07, 0.06, -0.08], [-0.05, -0.06, -0.10], [-0.05, 0.03, -0.09], [-0.09, -0.09, -0.01], [-0.16, -0.04, 0.01], [0.05, -0.08, 0.08], [-0.09, -0.08, -0.03], [0.03, -0.07, 0.01], [-0.09, -0.01, 0.09], [0.03, 0.02, 0.06], [0.01, 0.04, 0.05], [-0.10, -0.05, 0.17], [0.06, 0.12, -0.05], [-0.68, -0.27, -0.01], [0.61, -0.04, 0.32], [-0.23, 0.41, 0.05], [2.65, -1.39, 1.73], [-0.26, 0.10, -0.65], [2.12, 2.62, 3.56], [0.23, 0.06, -0.21], [-0.12, 0.01, 0.17], [-0.04, -0.19, -0.02], [-0.08, 0.30, -0.04], [-0.03, -0.02, -0.03], [0.03, 0.12, -0.03], [-0.12, 0.04, -0.22], [0.21, -0.21, 0.14], [0.03, 0.23, 0.54], [0.04, -0.25, -0.14], [-0.15, 0.49, 0.08], [-0.50, -0.27, -0.75], [0.31, -0.09, -0.04], [0.13, -0.04, 0.04], [-0.02, -0.03, 0.04], [-0.33, -0.10, 0.44], [0.15, -0.09, -0.06], [-0.10, 0.00, 0.02], [-0.03, -0.01, -0.04], [0.02, 0.02, 0.06], [0.09, 0.03, -0.19], [0.03, 0.07, 0.08], [0.10, 0.08, 0.07], [0.07, -0.09, 0.07], [-0.09, 0.00, -0.06], [-0.01, 0.06, -0.07], [0.02, 0.11, -0.02], [-0.03, -0.18, 0.05], [0.07, -0.32, -0.07], [-0.11, 0.15, 0.07], [-0.01, 0.00, -0.11], [-0.08, 0.01, -0.03], [-0.07, 0.02, 0.06], [0.02, 0.03, 0.08], [0.09, -0.04, 0.03], [-0.45, -0.32, -0.50], [0.69, 0.45, -0.17], [0.28, -0.67, 0.39], [-0.63, 0.39, 0.42], [0.81, 1.62, -0.51], [-0.70, -1.24, -0.88], [0.37, 0.47, -0.26], [-0.07, -0.18, 0.02], [0.02, -0.05, 0.13], [-0.07, -0.02, 0.05], [0.04, 0.01, 0.36], [-0.06, 0.28, -0.01], [0.19, -0.14, -0.02], [0.07, 0.13, 0.02], [0.18, 0.02, -0.13], [-0.03, 0.05, 0.24], [-0.11, -0.11, -0.14], [0.15, 0.19, -0.10], [-0.11, -0.06, -0.13], [0.07, -0.06, 0.23], [-0.32, -0.45, -0.06], [-0.07, -0.10, 0.04], [-0.09, -0.06, -0.02], [-0.02, 0.00, -0.11], [0.06, 0.09, -0.16]],
  "mulliken_charge": [0.34, -2.00, 0.74, 2.51, -2.84, 0.57, -2.03, 1.38, -2.76, 2.17, -2.74, 0.41, -2.23, 0.06, 0.40, 0.42, 0.51, 0.56, 0.22, 0.17, 0.45, 0.53, 0.44, 0.27, 0.58, 0.21, 0.56, 0.56, 0.53, 0.40, 0.26, -0.49, -0.78, -0.42, 0.40, -0.64, -0.36, 0.23, 0.42, 0.08, 0.53, 0.50, 0.05, -1.63, 0.07, -1.28, 1.74, 0.05, -0.51, 0.15, -0.11, -0.57, 0.81, -0.12, -0.63, -0.47, -0.57, -0.73, 0.39, 0.42, 0.33, 0.49, 0.10, 0.50, 0.61, -1.19, 0.32, 0.41, 0.44, 0.43, 0.45, 0.48, -1.25, 0.54, -1.44, -1.32, 0.68, -0.02, 0.47, -1.19, -0.70, -1.04, -0.47, 0.51, 0.45, 0.10, 0.48, 0.35, 0.40, 0.46, 0.38, 0.30, 1.02, 0.50, 0.43, 0.46, 0.39],
  "relative_energy_kcal_mol": 42.9,
  "homo_ev": [-10.55, -10.79],
  "charge": 1,
  "multiplicity": 3,
  "e_tot_ha": -3441.253192,
  "molar_mass_g_mol": 687.923,
  "s_squared": 2.02
}

{
  "formula": "C21H22Cl2MnN3PS2",
  "method": "ωB97M-V/def2-TZVPD",
  "symbols": ["Mn", "N", "P", "C", "C", "C", "C", "C", "C", "C", "C", "C", "C", "C", "C", "C", "C", "C", "C", "C", "N", "H", "H", "H", "H", "H", "H", "H", "H", "H", "H", "H", "H", "H", "H", "H", "S", "C", "N", "C", "C", "S", "H", "H", "H", "H", "H", "Cl", "C", "Cl", "H", "H"],
  "positions_angstrom": [[0.3680, -0.0691, -0.2476], [-0.8676, 0.9790, 2.3961], [-0.2617, 1.9413, 1.1242], [-1.1598, 3.4780, 1.1695], [-2.0411, 3.7957, 0.1377], [-2.7949, 4.9576, 0.2137], [-2.6713, 5.7889, 1.3172], [-1.7868, 5.4769, 2.3451], [-1.0235, 4.3252, 2.2729], [1.4281, 2.3387, 1.6648], [2.0942, 1.5197, 2.5728], [3.4060, 1.8056, 2.9373], [4.0524, 2.9057, 2.3942], [3.3917, 3.7229, 1.4829], [2.0873, 3.4391, 1.1128], [-1.2508, -0.3485, 2.2526], [-2.0252, -0.9633, 3.2406], [-2.4025, -2.2718, 3.0680], [-2.0156, -2.9672, 1.9175], [-1.2490, -2.3062, 1.0011], [-0.8543, -1.0173, 1.1600], [-1.2510, 1.4462, 3.2065], [-2.1389, 3.1424, -0.7211], [-3.4774, 5.2129, -0.5852], [-3.2650, 6.6912, 1.3787], [-1.6871, 6.1383, 3.1950], [-0.3113, 4.1003, 3.0591], [1.5850, 0.6822, 3.0336], [3.9101, 1.1779, 3.6619], [5.0680, 3.1370, 2.6869], [3.8886, 4.5934, 1.0763], [1.5816, 4.0855, 0.4044], [-2.3189, -0.4044, 4.1186], [-3.0068, -2.7584, 3.8223], [-2.3065, -3.9929, 1.7484], [-0.9175, -2.7919, 0.0916], [0.0079, -0.4051, -2.5420], [-0.7682, -0.1292, -4.0286], [-0.1379, -0.1233, -5.1753], [-0.9676, -0.0584, -6.3882], [-2.3331, 0.4731, -5.9420], [-2.4588, 0.1146, -4.1563], [0.8563, -0.3031, -5.2103], [-1.0399, -1.0564, -6.8204], [-0.5006, 0.6044, -7.1125], [-3.1479, -0.0284, -6.4559], [-2.4236, 1.5473, -6.0810], [2.5991, -1.1391, -0.1948], [3.8248, -1.2336, 1.1989], [3.1109, -1.8338, 2.6492], [4.1863, -0.2202, 1.3222], [4.5597, -1.9231, 0.8023]],
  "forces_ev_per_angstrom": [[-0.50, 0.47, 0.04], [-0.24, -0.14, -0.14], [0.66, -0.24, 0.15], [-0.19, 0.04, -0.10], [-0.05, 0.02, 0.02], [0.02, -0.01, 0.00], [0.00, 0.01, 0.02], [0.00, 0.00, -0.03], [0.01, 0.06, -0.03], [-0.06, 0.13, 0.13], [0.04, 0.02, 0.10], [-0.05, -0.02, -0.04], [0.03, 0.02, -0.02], [-0.01, -0.03, 0.02], [0.03, -0.01, -0.07], [-0.06, 0.14, 0.07], [0.03, 0.01, -0.02], [-0.04, -0.07, 0.03], [-0.02, 0.04, 0.03], [0.06, 0.05, -0.02], [-0.03, -0.07, 0.18], [0.06, -0.02, 0.07], [0.00, -0.02, 0.02], [0.00, 0.00, 0.01], [0.01, 0.00, -0.01], [-0.01, -0.01, 0.00], [-0.01, -0.02, 0.00], [-0.01, 0.00, -0.02], [-0.01, 0.02, 0.01], [-0.01, 0.00, 0.01], [0.01, -0.02, -0.03], [-0.03, 0.01, 0.04], [-0.01, 0.00, -0.01], [0.01, -0.01, -0.01], [0.00, 0.00, 0.01], [0.01, 0.00, 0.00], [0.51, -0.46, -0.55], [-0.22, 0.24, 0.49], [-0.03, 0.00, -0.11], [0.05, -0.03, 0.06], [0.02, -0.02, 0.00], [-0.06, -0.01, -0.06], [0.00, 0.01, -0.02], [-0.01, -0.03, 0.02], [0.00, 0.00, -0.01], [0.00, 0.03, -0.03], [0.00, 0.01, 0.00], [0.41, -0.15, -0.07], [-0.29, 0.13, -0.31], [-0.08, -0.11, 0.14], [0.01, 0.01, 0.00], [0.05, 0.01, 0.04]],
  "mulliken_charge": [-0.33, -0.19, 1.25, 0.57, -0.40, -0.60, -0.49, -0.70, -0.40, 0.48, -0.57, -0.90, -0.39, -0.67, -0.47, 0.47, -0.73, -0.33, -0.85, -0.21, 0.02, 0.31, 0.42, 0.42, 0.41, 0.42, 0.40, 0.55, 0.54, 0.44, 0.44, 0.45, 0.39, 0.44, 0.43, 0.42, -0.09, 0.48, -0.16, -0.55, -0.48, -0.02, 0.23, 0.30, 0.33, 0.39, 0.32, -0.05, -0.24, -0.07, 0.18, 0.40],
  "relative_energy_kcal_mol": 0.0,
  "homo_ev": [-14.10, -14.36],
  "charge": 2,
  "multiplicity": 6,
  "e_tot_ha": -4186.375196,
  "molar_mass_g_mol": 537.380,
  "s_squared": 8.76
}